This record from the Open Molecules 2025 dataset describes an isolated molecule of C17H30FN3O6S. The level of theory is the ωB97M-V functional and the def2-TZVPD basis.

Properties
Orbital gap = 9.75 eV
Energy above the lowest of the compared OMol25 structures with the same formula, charge and spin = 0.31 kcal/mol
HOMO = -9.5 eV

The geometry in XYZ format:
```
58
Properties=species:S:1:pos:R:3:forces:R:3:nbo_charge:R:1
C 5.0440 0.2276 0.0135 0.003 0.001 0.011 -0.5986
C 3.5862 0.6513 -0.1387 -0.002 -0.003 -0.014 -0.2200
C 3.2238 0.7714 -1.6286 0.000 -0.015 0.039 -0.4773
C 1.9154 1.5131 -1.7736 0.031 0.030 -0.019 0.6956
O 1.7931 2.6831 -1.4478 -0.008 -0.032 0.030 -0.6291
N 0.8509 0.8183 -2.2326 -0.027 0.026 -0.095 -0.4339
C 0.5802 -0.5462 -2.6762 -0.003 0.014 0.008 -0.2207
C -0.9176 -0.2561 -2.4463 0.012 0.006 0.121 0.2568
F -1.7078 -0.4623 -3.5636 0.031 0.003 -0.045 -0.3542
C -1.4600 -0.9454 -1.2003 0.012 -0.124 -0.047 0.6702
O -0.6512 -1.2328 -0.3301 -0.036 0.037 -0.007 -0.6392
N -2.7849 -1.2077 -1.0444 0.013 0.067 0.065 -0.4178
C -3.1532 -1.7033 0.2832 -0.004 0.009 -0.018 -0.2217
C -3.0607 -0.6013 1.3383 0.009 -0.013 -0.004 -0.7033
S -3.1784 -1.2639 2.9739 0.011 -0.009 0.001 2.3885
O -2.9445 -0.2124 3.9122 -0.006 -0.002 -0.005 -0.9308
O -4.3352 -2.0949 3.0504 0.003 0.003 0.003 -0.9306
O -1.9410 -2.2655 3.0191 -0.001 0.032 -0.009 -0.8930
C -3.8331 -0.7059 -1.9073 0.000 -0.029 -0.050 -0.3199
C -3.8950 0.8196 -1.9432 -0.063 -0.002 0.052 0.6636
N -4.6635 1.3316 -2.9312 0.002 -0.001 -0.012 -0.8142
O -3.3315 1.5017 -1.1122 0.019 0.000 -0.008 -0.6184
C -0.5437 1.2260 -2.1931 0.016 0.010 -0.068 -0.2186
C 2.6366 -0.3142 0.6013 0.000 0.003 0.006 -0.4061
C 2.0079 0.2079 1.9073 0.004 -0.005 -0.003 -0.0424
C 3.0800 0.6829 2.8880 0.001 0.002 0.001 -0.6109
C 1.2274 -0.9470 2.5437 -0.015 0.004 0.014 -0.6258
C 1.0303 1.3455 1.6062 -0.004 -0.002 -0.009 -0.6222
H 5.2121 -0.7484 -0.4501 -0.002 0.000 -0.001 0.1983
H 5.7192 0.9456 -0.4557 -0.003 0.002 -0.001 0.2079
H 5.3171 0.1442 1.0663 0.003 0.000 -0.002 0.2123
H 3.4771 1.6564 0.2761 -0.006 0.000 0.006 0.2187
H 3.9853 1.3582 -2.1458 -0.005 0.000 -0.003 0.2336
H 3.1864 -0.2199 -2.0882 -0.001 0.001 -0.009 0.2004
H 0.7962 -0.7085 -3.7348 0.004 -0.010 0.009 0.2082
H 0.9983 -1.3366 -2.0575 -0.004 -0.003 0.003 0.2288
H -4.1627 -2.1059 0.2368 0.006 0.004 -0.005 0.2192
H -2.4756 -2.5129 0.5436 0.001 -0.010 0.003 0.2451
H -2.1056 -0.0809 1.2814 0.000 0.005 -0.007 0.2652
H -3.8594 0.1349 1.2516 -0.004 0.002 0.007 0.2591
H -1.1224 -1.7667 3.1803 0.002 -0.013 0.006 0.5174
H -3.7422 -1.1044 -2.9160 -0.012 0.008 0.017 0.2359
H -4.7850 -1.0573 -1.5074 0.003 0.003 0.003 0.2356
H -5.0180 0.7597 -3.6760 -0.002 -0.001 -0.001 0.3987
H -4.7470 2.3314 -3.0037 0.007 0.002 0.000 0.4127
H -0.8680 1.6645 -1.2525 0.010 -0.014 0.012 0.2417
H -0.8462 1.8645 -3.0268 -0.008 0.014 0.022 0.2142
H 1.8073 -0.6087 -0.0488 0.001 0.010 0.010 0.2205
H 3.1840 -1.2363 0.8296 -0.001 -0.005 -0.009 0.2022
H 3.6508 1.5225 2.4871 -0.001 0.001 0.000 0.2094
H 2.6215 1.0144 3.8224 -0.002 -0.002 -0.001 0.2106
H 3.7796 -0.1230 3.1244 0.000 0.001 0.000 0.2036
H 0.4898 -1.3312 1.8336 0.006 -0.002 -0.005 0.2220
H 1.8918 -1.7681 2.8235 -0.005 0.000 0.002 0.2107
H 0.7223 -0.5982 3.4526 0.007 -0.009 -0.003 0.1980
H 0.2381 0.9929 0.9390 0.000 -0.002 0.002 0.2062
H 0.5646 1.7047 2.5273 0.001 0.002 0.000 0.2092
H 1.5162 2.1921 1.1198 0.007 0.005 0.002 0.2285
```
Positions in Å, forces in eV/Å.